*1*
The following is a quantum chemistry calculation of one molecule with the formula CHCl2NO, from the Open Molecules 2025 dataset.

```
! RIJCOSX wB97M-V def2-TZVPD def2/J DEFGRID3
* xyz 0 1
C 1.013 0.241 0.068
N -1.142 -0.999 -0.001
O -0.281 0.102 -0.026
Cl 1.602 1.815 0.003
Cl -2.712 -0.455 0.028
H 1.520 -0.704 -0.072
*
```

- M: 113.93 g/mol
- Gap between HOMO and LUMO (alpha / beta): 7.48 / 8.97 eV
- LUMO level (alpha / beta): -0.594 / -0.073 eV

*2*
The following is a quantum chemistry calculation of a 2-piece molecular cluster, CHCl2NO overall, from the Open Molecules 2025 dataset.

```
! RIJCOSX wB97M-V def2-TZVPD def2/J DEFGRID3
* xyz 0 1
C -0.944 0.071 -0.020
N 0.113 0.670 0.214
O 1.460 -0.635 0.390
Cl -2.376 0.988 -0.189
Cl 2.826 -0.092 -0.259
H -1.079 -1.002 -0.137
*
```

- M: 113.93 g/mol
- Gap between HOMO and LUMO (alpha / beta): 8.52 / 8.49 eV
- LUMO level (alpha / beta): -1.545 / -1.553 eV

List of relative energies, unit hartree: *1* 0.0159; *2* 0.0000

*1*
The following is a quantum chemistry calculation of a 2-piece molecular cluster, C3H9NO2S2 overall, from the Open Molecules 2025 dataset.

```
! RIJCOSX wB97M-V def2-TZVPD def2/J DEFGRID3
* xyz 0 1
S 2.072 2.880 0.415
S 0.603 1.614 1.093
C 1.383 -0.113 0.775
C 0.746 -0.865 -0.421
N 0.945 -2.290 -0.174
C -0.127 -3.081 0.288
O 0.287 -4.121 0.739
H 1.851 2.893 -0.977
H 2.507 -0.035 0.576
H 1.234 -0.658 1.739
H 1.293 -0.521 -1.390
H -0.436 -0.785 -0.494
H 1.861 -2.715 0.038
H -1.129 -2.626 0.096
H -4.141 3.940 -1.366
H -4.879 3.184 -0.263
O -4.067 3.296 -0.677
*
```

- M: 155.24 g/mol
- Gap between HOMO and LUMO: 9.67 eV
- LUMO level: 0.429 eV
- SMILES: O=CNCCSS.O

*2*
The following is a quantum chemistry calculation of a 2-piece molecular cluster, C3H9NO2S2 overall, from the Open Molecules 2025 dataset.

```
! RIJCOSX wB97M-V def2-TZVPD def2/J DEFGRID3
* xyz 0 1
S -0.886 1.606 3.226
S 0.072 2.338 1.553
C -0.031 0.849 0.505
C 0.169 1.163 -0.940
N 0.463 -0.183 -1.642
C 1.599 -0.821 -1.563
O 1.920 -1.801 -2.248
H 0.057 1.251 4.051
H 0.791 0.245 0.806
H -0.876 0.171 0.705
H 1.130 1.752 -0.990
H -0.643 1.771 -1.460
H -0.375 -0.707 -2.032
H 2.324 -0.272 -0.877
H -1.413 -2.704 0.722
H -2.561 -2.580 -0.010
O -1.740 -2.079 0.193
*
```

- M: 155.24 g/mol
- Gap between HOMO and LUMO: 9.57 eV
- LUMO level: 0.310 eV
- SMILES: O=CNCCSS.O

*3*
The following is a quantum chemistry calculation of a 3-piece molecular cluster, C3H9NO2S2 overall, from the Open Molecules 2025 dataset.

```
! RIJCOSX wB97M-V def2-TZVPD def2/J DEFGRID3
* xyz 0 1
N -0.754 -0.508 1.963
C -1.035 0.317 0.847
C -0.295 1.626 1.017
O 0.610 1.793 1.909
C -0.043 0.783 -0.304
S 0.069 -1.897 -0.824
S -0.961 -1.852 -2.523
H -0.175 -1.324 1.771
H -0.165 -0.075 2.676
H -2.059 0.185 0.476
H -0.809 2.567 0.744
H -0.544 0.965 -1.243
H 1.026 0.603 -0.337
H -0.082 -1.316 -3.448
H 1.914 2.630 1.530
H 3.452 3.101 1.643
O 2.564 3.375 1.399
*
```

- M: 155.24 g/mol
- Gap between HOMO and LUMO: 5.10 eV
- LUMO level: -3.400 eV

List of relative energies, unit hartree: *1* 0.0066; *2* 0.0000; *3* 0.1612

*1*
The following is a quantum chemistry calculation of one molecule with the formula CHNO4S, from the Open Molecules 2025 dataset.

```
! RIJCOSX wB97M-V def2-TZVPD def2/J DEFGRID3
* xyz 0 1
C -1.658 0.201 0.016
N 2.014 -1.023 0.125
O -0.372 -0.243 0.330
O 1.903 -1.715 -0.805
O 1.347 1.537 0.791
O -1.923 0.975 -0.813
S 1.062 0.560 -0.225
H -2.375 -0.293 0.582
*
```

- M: 123.09 g/mol
- Gap between HOMO and LUMO (alpha / beta): 8.22 / 8.22 eV
- LUMO level (alpha / beta): -1.433 / -1.431 eV
- SMILES: O=COS(=O)#[N+][O-]

*2*
The following is a quantum chemistry calculation of one molecule with the formula CHNO4S, from the Open Molecules 2025 dataset.

```
! RIJCOSX wB97M-V def2-TZVPD def2/J DEFGRID3
* xyz 0 1
C 0.095 -0.002 -0.665
N 0.412 1.318 -0.137
O 1.503 1.871 -0.317
O -0.468 1.714 0.583
O -0.346 -2.412 -0.032
O -1.369 -0.711 1.504
S -0.558 -1.093 0.415
H 0.732 -0.686 -1.351
*
```

- M: 123.09 g/mol
- Gap between HOMO and LUMO: 9.44 eV
- LUMO level: -1.523 eV
- SMILES: O=[N+]([O-])C=S(=O)=O

*3*
The following is a quantum chemistry calculation of a 2-piece molecular cluster, CHNO4S overall, from the Open Molecules 2025 dataset.

```
! RIJCOSX wB97M-V def2-TZVPD def2/J DEFGRID3
* xyz 0 1
C 0.022 0.034 -1.177
N -1.257 0.602 0.692
O -1.941 -0.362 0.828
O -1.125 1.689 0.987
O 2.069 -1.509 -0.374
O 1.742 0.654 0.627
S 1.249 -0.370 -0.209
H -0.759 -0.738 -1.374
*
```

- M: 123.09 g/mol
- Gap between HOMO and LUMO (alpha / beta): 8.78 / 8.20 eV
- LUMO level (alpha / beta): -1.508 / -2.018 eV

List of relative energies, unit hartree: *1* 0.0000; *2* 0.0843; *3* 0.1701

*1*
The following is a quantum chemistry calculation of a 2-piece molecular cluster, C3H3BrCl2 overall, from the Open Molecules 2025 dataset.

```
! RIJCOSX wB97M-V def2-TZVPD def2/J DEFGRID3
* xyz 0 1
C 0.274 -0.653 1.137
C -0.929 -1.166 1.019
C -0.617 0.081 0.254
Cl 2.395 1.097 -1.789
Cl -0.553 -0.033 -1.463
Br -1.377 1.822 0.798
H 1.106 -0.601 1.698
H 1.358 1.431 -2.545
H -1.657 -1.978 0.892
*
```

- M: 189.87 g/mol
- Gap between HOMO and LUMO: 10.45 eV
- LUMO level: 0.607 eV
- SMILES: ClC1(Br)C=C1.Cl

*2*
The following is a quantum chemistry calculation of C3H3BrCl2 as an isolated structure, from the Open Molecules 2025 dataset.

```
! RIJCOSX wB97M-V def2-TZVPD def2/J DEFGRID3
* xyz 0 1
C 0.145 1.402 2.146
C 3.122 0.259 0.830
C -0.501 1.267 0.982
Cl 3.026 1.806 0.408
Cl -0.011 2.160 -0.386
Br 4.110 -0.812 -0.377
H 0.951 2.187 2.282
H -0.069 0.725 2.854
H -1.389 0.632 0.758
*
```

- M: 189.87 g/mol
- Gap between HOMO and LUMO: 8.20 eV
- LUMO level: -0.902 eV

List of relative energies, unit hartree: *1* 0.0000; *2* 0.0504

*1*
The following is a quantum chemistry calculation of one molecule with the formula CH4N2, from the Open Molecules 2025 dataset.

```
! RIJCOSX wB97M-V def2-TZVPD def2/J DEFGRID3
* xyz 0 1
C 0.636 0.022 -0.021
N -0.565 0.742 -0.094
N -0.617 -0.672 0.109
H 1.143 -0.155 -0.937
H 1.243 -0.170 0.931
H -0.878 1.363 0.886
H -0.963 -1.129 -0.874
*
```

- M: 44.06 g/mol
- Gap between HOMO and LUMO: 10.69 eV
- LUMO level: 1.301 eV
- SMILES: C1NN1

*2*
The following is a quantum chemistry calculation of one molecule with the formula CH4N2, from the Open Molecules 2025 dataset.

```
! RIJCOSX wB97M-V def2-TZVPD def2/J DEFGRID3
* xyz 0 1
C -0.948 0.191 0.432
H 1.321 -0.344 0.349
H 1.464 -0.008 -1.230
H -1.940 0.701 0.487
H -0.335 -0.166 1.232
N 0.828 -0.461 -0.613
N -0.390 0.087 -0.657
*
```

- M: 44.06 g/mol
- Gap between HOMO and LUMO: 10.58 eV
- LUMO level: 1.227 eV
- SMILES: C=NN

*3*
The following is a quantum chemistry calculation of one molecule with the formula CH4N2, from the Open Molecules 2025 dataset.

```
! RIJCOSX wB97M-V def2-TZVPD def2/J DEFGRID3
* xyz 0 1
N 0.742 0.088 -0.676
C -0.379 -0.009 0.103
N -0.433 0.399 1.308
H 1.388 0.859 -0.727
H 0.715 -0.371 -1.575
H -1.140 -0.671 -0.322
H -0.894 -0.294 1.889
*
```

- M: 44.06 g/mol
- Gap between HOMO and LUMO: 9.95 eV
- LUMO level: 1.021 eV
- SMILES: [H]/N=C/N

List of relative energies, unit hartree: *1* 0.0836; *2* 0.0374; *3* 0.0000

*1*
The following is a quantum chemistry calculation of a 5-piece molecular cluster, C4H12O3S overall, from the Open Molecules 2025 dataset.

```
! RIJCOSX wB97M-V def2-TZVPD def2/J DEFGRID3
* xyz 0 1
O 0.753 -3.269 1.222
C -0.031 -2.204 0.796
C -0.663 -1.406 1.854
C -1.915 -1.701 2.517
C -2.757 -0.743 2.969
S 0.573 4.662 -1.843
H 0.493 -1.609 0.043
H -0.424 -0.358 2.024
H -0.848 -2.769 0.271
H -1.074 4.538 0.877
H -2.123 -2.699 2.911
H -2.539 0.320 2.911
H -3.560 -1.067 3.630
H -1.129 4.182 1.542
H 1.693 3.633 -3.594
H 3.116 2.972 -3.939
O 2.351 2.957 -3.351
H 0.591 -4.678 -1.718
H 0.800 -3.942 0.426
O 0.346 -4.257 -0.892
*
```

- M: 140.20 g/mol
- Gap between HOMO and LUMO: 3.56 eV
- LUMO level: -3.969 eV

*2*
The following is a quantum chemistry calculation of a 3-piece molecular cluster, C4H12O3S overall, from the Open Molecules 2025 dataset.

```
! RIJCOSX wB97M-V def2-TZVPD def2/J DEFGRID3
* xyz 0 1
O -2.109 2.811 0.476
C -1.985 1.686 0.068
C -0.703 1.202 -0.551
C 0.015 0.238 0.398
C 0.878 -0.855 -0.213
S 2.077 -1.512 0.996
H -2.847 1.009 0.184
H -0.095 2.078 -0.730
H -0.976 0.694 -1.484
H 0.627 0.842 1.070
H -0.661 -0.239 1.122
H 1.384 -0.580 -1.129
H 0.246 -1.690 -0.512
H 1.412 -1.081 2.069
H 1.008 1.327 -2.704
H 1.978 0.707 -3.703
O 1.942 1.312 -2.954
H -0.612 -2.772 3.293
H -0.493 -2.720 1.785
O -1.084 -2.458 2.514
*
```

- M: 140.20 g/mol
- Gap between HOMO and LUMO: 9.96 eV
- LUMO level: 0.542 eV
- SMILES: O=CCCCS.O.O

List of relative energies, unit hartree: *1* 0.3885; *2* 0.0000

*1*
The following is a quantum chemistry calculation of one molecule with the formula C4H9N3S, from the Open Molecules 2025 dataset.

```
! RIJCOSX wB97M-V def2-TZVPD def2/J DEFGRID3
* xyz 0 1
C 2.131 0.190 0.120
C 0.583 2.123 0.318
C -1.047 -0.163 -1.116
C -2.104 -2.212 0.866
H 2.970 0.968 0.007
H 2.199 -0.410 1.067
H 2.492 -0.494 -0.668
H 0.259 1.882 1.489
H 1.574 2.603 0.142
H -0.164 2.727 -0.552
H -1.172 0.470 -2.146
H -2.403 -2.965 1.562
H -1.270 -1.463 1.225
N 0.979 0.777 -0.416
N -0.123 -0.255 -0.190
N -2.566 -2.482 -0.243
S -2.337 -1.295 -1.466
*
```

- M: 131.20 g/mol
- Gap between HOMO and LUMO: 9.32 eV
- LUMO level: 0.747 eV
- SMILES: C=NS/C=N/N(C)C

*2*
The following is a quantum chemistry calculation of one molecule with the formula C4H9N3S, from the Open Molecules 2025 dataset.

```
! RIJCOSX wB97M-V def2-TZVPD def2/J DEFGRID3
* xyz 0 1
C 1.123 -0.344 0.492
C 0.053 0.786 0.275
C -1.402 0.237 0.325
C -1.130 -0.286 -1.942
H 1.409 0.115 2.812
H 2.123 0.102 0.240
H 0.930 -1.137 -0.245
H 0.179 1.605 0.985
H -1.575 -0.260 1.219
H -2.033 1.117 0.389
H -1.441 -0.734 -2.891
H -0.114 1.169 -2.954
H 1.156 1.827 -1.112
N -1.768 -0.512 -0.844
N -0.018 0.561 -2.147
N 0.215 1.432 -1.024
S 1.156 -1.033 2.173
*
```

- M: 131.20 g/mol
- Gap between HOMO and LUMO: 9.11 eV
- LUMO level: 0.826 eV
- SMILES: SC[C@@H]1CN=CNN1

*3*
The following is a quantum chemistry calculation of one molecule with the formula C4H9N3S, from the Open Molecules 2025 dataset.

```
! RIJCOSX wB97M-V def2-TZVPD def2/J DEFGRID3
* xyz 0 1
C -2.228 0.110 -0.016
C 1.061 -0.102 1.077
C 2.255 -0.167 0.121
C 1.217 -0.490 -0.985
H -3.109 1.892 -0.245
H -1.335 1.948 -0.310
H -1.186 -1.550 0.030
H 1.061 0.726 1.783
H 0.790 -1.046 1.632
H 2.742 0.811 -0.047
H 3.054 -0.953 0.211
H 1.115 -1.557 -1.193
H 1.309 0.105 -1.916
N -2.190 1.458 -0.113
N -1.048 -0.558 -0.026
N 0.184 0.087 -0.090
S -3.694 -0.715 0.087
*
```

- M: 131.20 g/mol
- Gap between HOMO and LUMO: 8.88 eV
- LUMO level: 0.787 eV
- SMILES: NC(=S)NN1CCC1

List of relative energies, unit hartree: *1* 0.1529; *2* 0.0135; *3* 0.0000

*1*
The following is a quantum chemistry calculation of a 2-piece molecular cluster, C14H16O2 overall, from the Open Molecules 2025 dataset.

```
! RIJCOSX wB97M-V def2-TZVPD def2/J DEFGRID3
* xyz 0 1
C 0.966 -3.962 2.741
C -0.078 -3.559 0.524
C 0.973 -3.264 1.376
C -0.330 -2.728 -0.552
C 0.626 -1.774 -0.905
C 1.794 -2.187 1.129
C 1.774 -1.579 -0.139
O 0.400 -1.147 -2.095
H -0.681 -4.440 0.708
H -1.204 -2.859 -1.176
H 0.469 -3.350 3.489
H 1.994 -4.061 3.118
H 2.636 -1.954 1.774
H 0.740 -0.236 -2.183
H 2.640 -1.077 -0.548
H 0.614 -4.980 2.630
C -2.630 3.388 1.752
C -1.706 3.503 -0.589
C -1.671 2.955 0.674
C -0.790 3.009 -1.530
C 0.165 2.071 -1.190
C -0.743 1.953 0.987
C 0.285 1.614 0.109
O 0.976 1.559 -2.207
H -2.293 4.386 -0.800
H -0.859 3.215 -2.595
H -2.046 3.490 2.674
H -3.449 2.704 1.988
H -0.760 1.546 1.987
H 0.901 2.138 -2.965
H 1.124 1.106 0.555
H -3.097 4.351 1.549
*
```

- M: 216.28 g/mol
- Gap between HOMO and LUMO: 8.75 eV
- LUMO level: 0.701 eV
- SMILES: Cc1ccc(O)cc1.Cc1ccc(O)cc1

*2*
The following is a quantum chemistry calculation of a 2-piece molecular cluster, C14H16O2 overall, from the Open Molecules 2025 dataset.

```
! RIJCOSX wB97M-V def2-TZVPD def2/J DEFGRID3
* xyz 0 1
C 1.585 -1.294 -3.006
C 0.584 -1.205 -0.632
C 0.666 -1.937 -1.843
C -0.459 -1.502 0.161
C -1.280 -2.615 -0.218
C 0.117 -3.195 -2.025
C -0.952 -3.631 -1.186
O -2.471 -2.787 0.394
H 1.250 -0.376 -0.287
H -0.594 -0.884 1.100
H 1.988 -0.249 -3.039
H 0.817 -1.393 -3.780
H 0.415 -3.701 -2.884
H -2.756 -1.944 0.764
H -1.318 -4.584 -1.297
H 2.460 -2.053 -3.264
C 2.994 2.884 0.542
C 1.234 1.774 1.850
C 1.568 2.556 0.764
C -0.108 1.510 2.187
C -1.102 1.876 1.297
C 0.573 3.026 -0.070
C -0.731 2.632 0.165
O -2.372 1.539 1.659
H 1.945 1.433 2.581
H -0.287 0.954 3.087
H 3.258 3.317 -0.410
H 3.595 1.992 0.923
H 0.830 3.509 -0.985
H -2.720 2.159 2.391
H -1.562 2.883 -0.589
H 3.288 3.634 1.370
*
```

- M: 216.28 g/mol
- Gap between HOMO and LUMO: 8.29 eV
- LUMO level: 0.581 eV
- SMILES: Cc1ccc(O)cc1.Cc1ccc(O)cc1

*3*
The following is a quantum chemistry calculation of a 2-piece molecular cluster, C14H16O2 overall, from the Open Molecules 2025 dataset.

```
! RIJCOSX wB97M-V def2-TZVPD def2/J DEFGRID3
* xyz 0 1
C -2.773 -2.008 -1.580
C -1.078 1.143 -0.536
C -1.426 -0.189 -0.589
C -1.176 2.041 -1.593
C -2.224 -0.594 -1.660
C -1.802 1.624 -2.778
C -2.288 0.299 -2.723
O -1.012 3.342 -1.223
H -0.537 1.536 0.318
H -1.215 -0.795 0.286
H -0.892 3.956 -1.939
H -2.101 2.094 -3.697
H -2.009 -2.700 -1.193
H -2.876 -2.428 -2.586
H -2.860 0.006 -3.598
H -3.583 -2.043 -0.858
C 0.855 -2.002 3.134
C 2.936 -0.381 0.449
C 2.436 0.931 0.409
C 2.362 -1.314 1.295
C 1.385 -0.961 2.226
C 1.494 1.348 1.348
C 0.969 0.355 2.175
O 3.159 1.860 -0.299
H 3.758 -0.692 -0.185
H 2.645 -2.348 1.102
H 1.265 2.384 1.549
H 4.082 1.710 -0.251
H -0.238 -2.053 3.121
H 1.260 -1.857 4.142
H 0.200 0.701 2.870
H 1.283 -2.969 2.863
*
```

- M: 216.28 g/mol
- Gap between HOMO and LUMO: 8.97 eV
- LUMO level: 0.825 eV
- SMILES: Cc1ccc(O)cc1.Cc1ccc(O)cc1

*4*
The following is a quantum chemistry calculation of a 2-piece molecular cluster, C14H16O2 overall, from the Open Molecules 2025 dataset.

```
! RIJCOSX wB97M-V def2-TZVPD def2/J DEFGRID3
* xyz 0 1
C -2.772 1.057 -1.195
C -2.969 0.092 1.232
C -2.228 0.791 0.299
C -2.494 -0.091 2.551
C -1.209 0.315 2.740
C -1.034 1.319 0.651
C -0.472 1.098 1.894
O -0.483 -0.376 3.720
H -4.077 -0.258 1.103
H -3.015 -0.689 3.383
H -2.080 1.432 -1.759
H -3.747 1.727 -0.983
H -0.404 1.745 -0.198
H 0.192 0.190 4.180
H 0.568 1.217 2.037
H -3.271 0.067 -1.419
C 1.782 1.350 -2.625
C 3.162 -1.301 -0.361
C 1.988 -2.052 -0.098
C 3.061 -0.286 -1.250
C 1.751 0.157 -1.751
C 0.746 -1.603 -0.502
C 0.585 -0.611 -1.475
O 2.238 -3.104 0.748
H 4.059 -1.588 0.173
H 3.950 0.459 -1.431
H -0.245 -2.097 -0.348
H 1.348 -3.469 1.153
H 2.479 2.121 -2.308
H 0.891 1.820 -2.679
H -0.397 -0.423 -1.850
H 2.097 0.991 -3.634
*
```

- M: 216.28 g/mol
- Gap between HOMO and LUMO: 8.81 eV
- LUMO level: 0.766 eV
- SMILES: Cc1ccc(O)cc1.Cc1ccc(O)cc1

List of relative energies, unit hartree: *1* 0.0000; *2* 0.0637; *3* 0.0247; *4* 0.0766